ORCA calculation (ωB97M-V/def2-TZVPD) on a 8-piece molecular cluster, C36H94N6O12 overall at a distorted geometry.

total energy: -72353.778 eV
HOMO level: -8.34 eV
net charge: 0
SMILES: COC[C@H](C)N.COC[C@H](C)N.COCCNCCOC.COCCNCCOC.COCCNCCOC.COCCNCCOC.CCO.CCO
relative energy (zero: lowest compared OMol25 entry of this formula, charge and spin): 5.776 eV
HOMO-LUMO gap: 0.32950 Ha
2S+1: 1

Last column: Löwdin charge in e.
Atoms and positions in Å:
C (-2.238, 0.450, 5.992)  -0.059
O (-2.630, 0.615, 4.547)  -0.221
C (-3.966, 0.132, 4.377)  -0.218
C (-4.535, 0.693, 3.042)  -0.342
C (-4.772, 2.275, 3.000)  -0.040
N (-5.900, 0.068, 2.883)  0.037
H (-2.467, -0.513, 6.448)  0.083
H (-2.877, 1.176, 6.495)  0.073
H (-1.254, 0.877, 6.185)  0.075
H (-3.900, -0.952, 4.279)  0.117
H (-4.537, 0.329, 5.284)  0.117
H (-3.886, 0.347, 2.238)  0.112
H (-4.184, 2.914, 3.659)  0.068
H (-5.785, 2.522, 3.320)  0.065
H (-4.861, 2.685, 1.994)  0.037
H (-5.869, -0.925, 2.702)  0.054
H (-6.198, 0.420, 1.984)  0.035
C (-1.559, 1.224, -4.068)  -0.108
O (-0.232, 1.168, -4.546)  -0.172
C (0.787, 1.710, -3.673)  -0.177
C (1.068, 0.918, -2.382)  -0.406
C (2.332, 1.420, -1.548)  -0.032
N (1.312, -0.482, -2.704)  0.043
H (-2.008, 2.170, -3.766)  0.076
H (-1.725, 0.452, -3.317)  0.076
H (-2.190, 0.974, -4.922)  0.090
H (1.730, 1.908, -4.183)  0.121
H (0.527, 2.719, -3.355)  0.118
H (0.261, 1.093, -1.670)  0.105
H (1.996, 2.171, -0.833)  0.071
H (3.156, 1.792, -2.156)  0.075
H (2.758, 0.582, -0.997)  0.048
H (0.682, -0.893, -3.378)  0.081
H (2.114, -0.314, -3.293)  0.077
C (1.116, 2.656, 3.064)  -0.023
O (2.550, 2.369, 3.399)  -0.213
C (2.752, 1.099, 3.909)  -0.230
C (3.176, 0.195, 2.679)  -0.175
N (4.593, 0.361, 2.251)  -0.081
C (4.961, 1.657, 1.755)  -0.218
C (6.497, 1.695, 1.672)  -0.211
O (7.006, 2.877, 1.010)  -0.192
C (8.400, 2.923, 1.125)  -0.124
H (0.787, 1.901, 2.350)  0.058
H (0.943, 3.575, 2.504)  0.082
H (0.558, 2.634, 4.000)  0.085
H (1.824, 0.606, 4.199)  0.102
H (3.536, 0.979, 4.656)  0.122
H (2.565, 0.475, 1.821)  0.087
H (3.011, -0.865, 2.874)  0.106
H (5.247, 0.015, 2.939)  0.098
H (4.649, 2.536, 2.319)  0.113
H (4.510, 1.654, 0.763)  0.112
H (6.818, 0.788, 1.161)  0.115
H (6.825, 1.558, 2.702)  0.117
H (8.537, 3.339, 2.123)  0.089
H (8.569, 3.710, 0.389)  0.092
H (8.882, 1.967, 0.926)  0.086
C (-2.037, 2.244, 0.026)  -0.138
O (-1.894, 3.170, -0.995)  -0.217
C (-2.228, 4.514, -0.562)  -0.144
C (-2.783, 5.316, -1.890)  -0.140
N (-4.079, 4.795, -2.466)  -0.061
C (-4.774, 5.659, -3.403)  -0.212
C (-6.307, 5.328, -3.523)  -0.161
O (-6.519, 4.121, -4.387)  -0.244
C (-7.884, 3.626, -4.487)  -0.098
H (-1.353, 2.598, 0.797)  0.081
H (-1.772, 1.246, -0.323)  0.072
H (-2.950, 2.185, 0.620)  0.071
H (-1.359, 5.047, -0.176)  0.109
H (-2.968, 4.459, 0.236)  0.109
H (-2.077, 5.213, -2.714)  0.105
H (-2.783, 6.299, -1.419)  0.102
H (-3.764, 3.936, -2.894)  0.086
H (-4.316, 5.722, -4.390)  0.116
H (-4.920, 6.628, -2.925)  0.112
H (-6.861, 6.034, -4.142)  0.111
H (-6.657, 5.269, -2.492)  0.108
H (-8.351, 3.646, -3.502)  0.068
H (-7.823, 2.565, -4.729)  0.084
H (-8.431, 4.309, -5.136)  0.080
C (-7.180, -4.059, 1.242)  -0.148
O (-6.271, -3.184, 0.719)  -0.188
C (-5.322, -3.832, -0.164)  -0.205
C (-4.417, -2.760, -0.757)  -0.196
N (-5.183, -1.527, -1.080)  -0.029
C (-4.222, -0.429, -1.358)  -0.191
C (-5.040, 0.889, -1.430)  -0.176
O (-5.858, 1.193, -0.257)  -0.204
C (-6.571, 2.374, -0.322)  -0.124
H (-8.222, -3.770, 1.382)  0.089
H (-6.825, -4.360, 2.228)  0.086
H (-7.173, -4.958, 0.625)  0.082
H (-5.644, -4.508, -0.956)  0.116
H (-4.751, -4.553, 0.420)  0.116
H (-4.048, -3.270, -1.647)  0.117
H (-3.575, -2.650, -0.074)  0.100
H (-5.821, -1.244, -0.350)  0.084
H (-3.719, -0.639, -2.303)  0.114
H (-3.448, -0.307, -0.600)  0.089
H (-5.610, 0.947, -2.357)  0.119
H (-4.171, 1.471, -1.734)  0.093
H (-5.876, 3.207, -0.431)  0.079
H (-7.060, 2.489, 0.645)  0.088
H (-7.270, 2.298, -1.155)  0.088
C (3.830, -2.214, -0.973)  -0.113
O (4.795, -3.155, -1.367)  -0.194
C (6.128, -2.613, -1.551)  -0.194
C (7.134, -3.629, -2.007)  -0.249
N (6.982, -4.935, -1.478)  -0.059
C (7.294, -4.857, -0.073)  -0.197
C (8.751, -4.463, 0.278)  -0.218
O (8.995, -3.095, 0.099)  -0.221
C (10.280, -2.745, 0.715)  -0.080
H (4.253, -1.679, -0.122)  0.077
H (2.952, -2.627, -0.477)  0.076
H (3.609, -1.495, -1.761)  0.070
H (6.413, -2.211, -0.579)  0.108
H (6.335, -1.784, -2.229)  0.127
H (8.151, -3.243, -1.944)  0.120
H (7.053, -3.838, -3.073)  0.120
H (6.009, -5.178, -1.601)  0.102
H (7.071, -5.822, 0.383)  0.117
H (6.593, -4.150, 0.368)  0.110
H (9.588, -4.784, -0.342)  0.124
H (8.888, -4.812, 1.301)  0.116
H (10.573, -1.741, 0.410)  0.081
H (11.072, -3.322, 0.238)  0.078
H (10.444, -2.811, 1.791)  0.085
C (-0.307, -1.043, 1.901)  -0.053
C (-0.404, -2.132, 0.719)  -0.226
O (-0.757, -1.352, -0.486)  -0.119
H (-1.137, -0.371, 2.120)  0.052
H (0.452, -0.441, 1.401)  0.042
H (0.014, -1.445, 2.862)  0.066
H (-1.120, -2.951, 0.789)  0.088
H (0.568, -2.625, 0.671)  0.083
H (-0.015, -1.408, -1.093)  0.030
C (2.556, -5.912, 0.165)  -0.070
C (1.319, -5.626, -0.803)  -0.270
O (1.803, -5.012, -1.996)  -0.086
H (3.343, -6.375, -0.431)  0.067
H (2.184, -6.395, 1.068)  0.067
H (3.122, -5.039, 0.491)  0.049
H (0.663, -4.892, -0.333)  0.075
H (0.663, -6.495, -0.860)  0.106
H (2.568, -4.458, -1.826)  0.044


ORCA calculation (ωB97M-V/def2-TZVPD) on C46H53N7Pt as an isolated structure at a distorted geometry.

total energy: -62228.862 eV
HOMO level: -12.16 eV
net charge: +2
HOMO-LUMO gap: 0.14463 Ha
2S+1: 1

Last column: Löwdin charge in e.
Atoms and positions in Å:
Pt (0.561, 0.212, 0.428)  1.260
C (5.753, 0.351, -3.016)  -0.062
C (4.457, -0.271, -3.546)  -0.175
C (3.244, 0.282, -2.874)  -0.104
C (2.401, 1.251, -3.289)  -0.094
C (2.438, 2.061, -4.541)  -0.167
C (3.205, 3.377, -4.366)  -0.056
C (1.429, 1.458, -2.204)  -0.156
C (0.533, 2.448, -2.092)  0.118
C (-0.193, 2.786, -0.884)  -0.138
C (-0.872, 4.071, -0.663)  -0.101
C (-0.995, 5.153, -1.686)  -0.177
C (0.244, 6.054, -1.720)  -0.063
C (-1.270, 4.074, 0.626)  -0.097
C (-0.902, 2.762, 1.185)  -0.169
C (-1.231, 2.279, 2.392)  0.094
C (-1.110, 0.896, 2.810)  -0.178
N (-0.433, -0.014, 2.156)  -0.034
C (-0.645, -1.241, 2.813)  -0.153
C (0.033, -2.366, 2.540)  0.119
C (1.160, -2.458, 1.633)  -0.136
N (1.513, -1.509, 0.805)  -0.036
C (2.727, -1.902, 0.212)  -0.182
C (3.324, -1.257, -0.802)  0.091
C (2.756, -0.156, -1.559)  -0.166
N (1.706, 0.528, -1.184)  -0.032
C (3.132, -3.189, 0.806)  -0.098
C (2.142, -3.553, 1.649)  -0.098
C (2.031, -4.768, 2.511)  -0.172
C (2.550, -4.524, 3.931)  -0.058
C (4.406, -3.896, 0.487)  -0.168
C (5.586, -3.352, 1.301)  -0.059
C (-1.569, -1.009, 3.934)  -0.093
C (-1.821, 0.318, 3.958)  -0.107
C (-2.636, 1.108, 4.929)  -0.174
C (-1.776, 1.771, 6.010)  -0.061
C (-2.025, -2.072, 4.875)  -0.166
C (-1.027, -2.317, 6.013)  -0.055
N (-0.212, 2.043, 0.193)  -0.035
C (-2.034, 5.120, 1.366)  -0.169
C (-3.539, 4.826, 1.379)  -0.062
H (6.622, -0.141, -3.450)  0.085
H (5.824, 0.263, -1.930)  0.076
H (5.805, 1.411, -3.263)  0.073
H (4.487, -1.356, -3.415)  0.114
H (4.374, -0.105, -4.621)  0.118
H (1.417, 2.265, -4.872)  0.120
H (2.900, 1.469, -5.332)  0.118
H (2.736, 4.015, -3.615)  0.064
H (3.233, 3.927, -5.305)  0.087
H (4.231, 3.193, -4.050)  0.074
H (0.410, 3.118, -2.933)  0.124
H (-1.885, 5.747, -1.472)  0.119
H (-1.164, 4.712, -2.671)  0.116
H (0.425, 6.500, -0.742)  0.084
H (0.116, 6.857, -2.444)  0.086
H (1.138, 5.490, -1.996)  0.065
H (-1.761, 2.939, 3.066)  0.124
H (-0.199, -3.252, 3.117)  0.124
H (4.246, -1.673, -1.185)  0.125
H (2.583, -5.586, 2.048)  0.118
H (0.989, -5.096, 2.547)  0.117
H (3.584, -4.180, 3.913)  0.074
H (2.506, -5.440, 4.519)  0.087
H (1.961, -3.764, 4.448)  0.062
H (4.621, -3.805, -0.580)  0.115
H (4.279, -4.962, 0.679)  0.118
H (5.671, -2.269, 1.203)  0.078
H (6.519, -3.797, 0.960)  0.085
H (5.469, -3.583, 2.360)  0.073
H (-3.376, 0.451, 5.388)  0.118
H (-3.208, 1.871, 4.394)  0.111
H (-1.337, 1.025, 6.671)  0.072
H (-2.375, 2.449, 6.616)  0.085
H (-0.957, 2.346, 5.572)  0.078
H (-2.194, -2.999, 4.321)  0.120
H (-2.993, -1.786, 5.289)  0.119
H (-0.079, -2.704, 5.636)  0.062
H (-1.429, -3.042, 6.720)  0.087
H (-0.817, -1.395, 6.554)  0.074
H (-1.851, 6.089, 0.900)  0.119
H (-1.654, 5.199, 2.388)  0.122
H (-3.950, 4.866, 0.370)  0.084
H (-4.065, 5.557, 1.991)  0.085
H (-3.748, 3.833, 1.780)  0.063
N (-2.822, -1.378, -2.713)  0.119
C (-3.416, -0.667, -1.683)  -0.300
C (-4.801, -0.438, -1.830)  -0.007
C (-5.477, 0.246, -0.854)  -0.055
C (-4.765, 0.686, 0.262)  -0.067
C (-3.419, 0.412, 0.304)  -0.152
N (-2.724, -0.241, -0.639)  0.124
C (-1.593, -1.973, -2.957)  -0.288
C (-1.573, -2.784, -4.114)  -0.010
C (-0.431, -3.454, -4.461)  -0.056
C (0.687, -3.314, -3.643)  -0.066
C (0.571, -2.490, -2.550)  -0.158
N (-0.520, -1.798, -2.185)  0.124
H (-3.491, -1.623, -3.424)  0.123
H (-5.321, -0.807, -2.704)  0.117
H (-6.539, 0.428, -0.950)  0.118
H (-5.243, 1.220, 1.071)  0.103
H (-2.846, 0.739, 1.160)  0.069
H (-2.466, -2.879, -4.718)  0.117
H (-0.410, -4.081, -5.342)  0.119
H (1.614, -3.831, -3.846)  0.105
H (1.426, -2.377, -1.897)  0.072


Among the records above, which one has the lowest HOMO-LUMO gap? C46H53N7Pt


What is the formula in the first record? C36H94N6O12


What is the HOMO-LUMO gap in the first record? 0.32950 Ha